# C16H52N2O10

A cluster of 10 separate species, C16H52N2O10 in total (ωB97M-V/def2-TZVPD, OMol25).

HOMO ... -0.3583 hartree
SMILES ... NC(N)=O.CC(C)O.CC(C)O.CC(C)O.CC(C)O.CC(C)O.O.O.O.O
Molar mass ... 432.60 g/mol
Kohn-Sham gap ... 9.7 eV

Structure (XYZ):
```
80
Properties=species:S:1:pos:R:3:forces:R:3
N -0.2863 0.8515 0.8195 0.13 -0.73 -0.70
C 0.4396 0.4588 -0.2650 -0.69 0.51 -0.22
N 1.6408 -0.0319 0.0389 -0.15 -0.16 0.25
O 0.0432 0.5738 -1.4516 0.38 0.31 0.89
H -1.0178 1.5125 0.6228 -0.35 0.35 0.38
H 0.1882 0.7673 1.7059 -0.36 0.50 -0.05
H 2.1612 -0.3008 -0.7621 1.02 -0.70 -0.36
H 1.8194 -0.3600 0.9818 0.39 0.12 -0.34
C 1.1511 3.6012 2.4187 0.72 -0.02 0.43
C 2.0494 4.8485 2.6019 -1.03 0.94 0.34
C 2.1107 5.3537 4.0484 -1.11 -0.98 0.16
O 3.3444 4.5626 2.1773 1.04 -0.13 -0.83
H 0.1026 3.8319 2.6373 0.20 -0.04 -0.10
H 1.4913 2.8049 3.0938 -0.09 0.23 0.28
H 1.2489 3.1154 1.4446 -0.08 0.64 -0.20
H 1.6170 5.7014 2.0358 0.14 -0.53 -0.23
H 2.7014 6.2586 4.1967 0.20 -0.22 -0.21
H 2.4581 4.5126 4.6719 0.09 0.54 0.01
H 1.0814 5.5927 4.3471 0.16 0.00 0.20
H 3.8105 5.3925 1.9878 -0.22 -0.44 0.14
C -0.6910 -4.6919 2.4084 -0.04 1.01 0.50
C -0.9576 -4.2680 0.9631 -1.14 -0.50 0.11
C 0.1734 -3.4646 0.3365 0.51 -0.04 1.37
O -1.2602 -5.4758 0.2426 0.00 0.23 -0.50
H -1.4824 -5.3365 2.7956 0.04 -0.10 -0.31
H -0.7066 -3.8120 3.0724 0.20 -0.10 -0.18
H 0.2670 -5.1844 2.5388 0.14 -0.18 -0.14
H -1.8725 -3.6555 0.9949 0.18 0.00 -0.21
H 1.0947 -3.9236 0.7188 0.13 0.13 -0.43
H 0.1286 -2.4721 0.8085 0.09 -0.08 -0.23
H 0.2495 -3.3316 -0.7413 -0.51 -0.33 0.01
H -2.2214 -5.5577 0.1921 0.35 -0.03 0.00
C -2.9240 -1.7155 -1.2134 0.52 0.97 -1.13
C -2.7576 -1.0832 -2.6857 -1.77 -2.06 2.14
C -3.3985 0.2367 -2.7594 0.13 1.92 -0.38
O -1.4647 -0.9771 -3.1111 2.21 0.45 -0.12
H -2.2534 -1.1668 -0.5277 -0.11 -0.36 -0.20
H -2.7386 -2.7915 -1.1892 0.24 0.15 -0.05
H -3.9409 -1.5403 -0.8712 -0.21 -0.02 -0.01
H -3.2715 -1.7660 -3.3629 0.04 -0.13 -0.15
H -3.0893 0.6471 -3.7270 -0.68 0.06 -0.16
H -2.9248 0.9530 -2.0765 -0.11 -0.20 0.32
H -4.4764 0.2734 -2.6068 0.02 -0.14 -0.14
H -1.0664 -0.1809 -2.6790 -0.11 -0.85 -0.15
C 3.8509 -3.8948 -1.8054 0.17 0.26 -0.03
C 3.5898 -2.5721 -1.0975 -0.09 0.81 -0.15
C 4.6407 -2.2335 -0.0514 -0.37 -0.51 0.26
O 3.5039 -1.4490 -2.0350 -0.18 -0.78 0.30
H 4.8400 -3.8825 -2.2751 -0.01 0.00 0.18
H 3.1344 -4.0117 -2.6094 -0.28 -0.21 -0.08
H 3.7873 -4.7516 -1.1175 -0.02 0.31 -0.19
H 2.6188 -2.5834 -0.5857 0.07 -0.39 -0.02
H 4.3452 -1.3358 0.4940 0.16 0.04 -0.02
H 5.6301 -2.1010 -0.4769 0.08 0.11 -0.19
H 4.6976 -3.0741 0.6633 -0.01 0.35 -0.19
H 2.7325 -1.6501 -2.6100 0.27 -0.03 0.12
C -3.7648 2.0249 1.9267 0.14 -0.70 0.98
C -3.6171 2.3054 0.4371 -2.23 -0.38 0.89
C -4.7979 3.1992 -0.0941 0.62 -0.50 0.53
O -2.3752 2.8251 0.1755 1.68 0.43 -0.72
H -3.7405 2.9010 2.5614 -0.64 0.57 -0.03
H -2.9769 1.4289 2.4136 0.40 -0.05 -0.93
H -4.6220 1.3759 2.1136 -0.49 0.53 0.06
H -3.7145 1.2942 0.0232 0.45 0.37 -0.69
H -4.5560 3.7488 -1.0113 0.10 -0.41 0.08
H -5.0552 3.9325 0.6712 0.01 0.11 0.04
H -5.6858 2.5811 -0.2495 0.10 0.10 -0.09
H -2.3378 3.7823 0.2885 -0.17 -0.16 -0.07
O 2.1154 -0.4476 3.1045 0.31 0.02 -0.31
H 2.9704 -0.6208 3.5286 -0.47 0.09 -0.07
H 1.4334 -0.5176 3.7731 0.06 -0.12 0.31
O 1.9455 1.1521 -3.8288 -0.09 -0.04 -0.03
H 1.5732 0.8827 -2.9786 -0.19 0.04 0.08
H 2.6756 0.5449 -3.9710 0.16 0.00 0.03
O 1.2047 -2.2143 -3.5998 -0.96 0.62 0.31
H 0.3244 -1.8957 -3.2383 1.00 -0.38 -0.65
H 1.2749 -1.7919 -4.4717 -0.18 -0.14 0.38
O -0.9464 3.0537 -2.8304 -0.07 -0.08 -0.15
H -0.5232 3.0311 -3.6999 0.00 -0.14 0.32
H -0.7460 2.2011 -2.4093 0.15 0.24 -0.06
```
Forces are in eV/Å.